[1]
# C36H53N6O2PPdS

A structure of composition C36H53N6O2PPdS (ωB97M-V/def2-TZVPD, the OMol25 dataset).

Last column: Löwdin charge in e.
Cartesian coordinates (Å):
Pd (0.130, 1.270, -0.606)  0.685
C (-1.093, 5.449, -0.187)  -0.024
C (-0.278, 4.312, -0.125)  -0.117
N (-0.465, 3.266, -0.908)  -0.010
C (-1.473, 3.299, -1.816)  -0.142
C (-2.353, 4.378, -1.925)  -0.141
C (-2.141, 5.473, -1.067)  0.004
C (-3.417, 4.327, -2.889)  -0.019
C (-3.566, 3.255, -3.696)  -0.022
C (-2.664, 2.142, -3.618)  -0.154
C (-2.787, 0.998, -4.427)  0.001
C (-1.887, -0.023, -4.287)  -0.021
C (-0.860, 0.099, -3.342)  -0.090
N (-0.718, 1.159, -2.573)  0.033
C (-1.619, 2.165, -2.691)  -0.152
H (-0.892, 6.279, 0.475)  0.113
H (0.542, 4.247, 0.577)  0.089
H (-2.806, 6.327, -1.114)  0.121
H (-4.097, 5.167, -2.948)  0.117
H (-4.372, 3.213, -4.418)  0.118
H (-3.593, 0.935, -5.147)  0.122
H (-1.951, -0.920, -4.887)  0.113
H (-0.122, -0.671, -3.202)  0.075
C (0.530, -4.746, 0.330)  -0.083
C (0.102, -3.278, 0.372)  -0.587
C (-1.233, -3.114, -0.376)  -0.102
C (-0.166, -2.908, 1.838)  -0.104
P (1.321, -1.980, -0.298)  0.808
N (0.607, -0.647, -0.514)  -0.355
C (2.801, -1.911, 0.908)  -0.575
C (3.895, -1.076, 0.222)  -0.094
C (2.375, -1.110, 2.147)  -0.111
C (3.412, -3.228, 1.389)  -0.082
C (2.021, -2.680, -1.937)  -0.582
C (2.652, -1.511, -2.716)  -0.102
C (3.047, -3.812, -1.820)  -0.089
C (0.859, -3.236, -2.775)  -0.105
H (-0.229, -5.347, 0.841)  0.089
H (1.479, -4.924, 0.837)  0.059
H (0.612, -5.137, -0.684)  0.058
H (-2.040, -3.521, 0.242)  0.079
H (-1.249, -3.655, -1.321)  0.059
H (-1.444, -2.060, -0.564)  0.045
H (-1.048, -3.454, 2.185)  0.083
H (-0.354, -1.838, 1.946)  0.054
H (0.662, -3.179, 2.490)  0.061
H (3.479, -0.157, -0.196)  0.051
H (4.412, -1.618, -0.566)  0.056
H (4.642, -0.796, 0.969)  0.088
H (1.701, -0.304, 1.881)  -0.018
H (3.264, -0.679, 2.616)  0.089
H (1.885, -1.731, 2.894)  0.065
H (3.798, -3.852, 0.582)  0.057
H (2.707, -3.819, 1.974)  0.060
H (4.253, -2.993, 2.050)  0.091
H (3.690, -1.349, -2.435)  0.061
H (2.115, -0.581, -2.525)  0.046
H (2.636, -1.727, -3.788)  0.080
H (3.996, -3.483, -1.403)  0.059
H (3.254, -4.204, -2.821)  0.088
H (2.679, -4.644, -1.218)  0.063
H (0.003, -2.565, -2.805)  0.047
H (0.503, -4.196, -2.405)  0.059
H (1.211, -3.395, -3.799)  0.084
C (-5.738, 1.389, 1.207)  -0.071
N (-4.708, 0.630, 0.534)  -0.181
C (-4.679, 0.788, -0.898)  -0.072
C (-3.544, 0.255, 1.185)  -0.449
N (-2.421, 0.285, 0.566)  0.136
N (-3.735, -0.110, 2.513)  -0.176
C (-2.568, -0.225, 3.362)  -0.066
C (-4.817, -1.014, 2.860)  -0.070
H (-5.760, 2.420, 0.832)  0.085
H (-5.545, 1.421, 2.275)  0.080
H (-6.728, 0.952, 1.042)  0.087
H (-5.624, 0.442, -1.329)  0.088
H (-3.855, 0.210, -1.304)  0.070
H (-4.539, 1.837, -1.184)  0.077
H (-1.681, -0.183, 1.080)  -0.020
H (-2.051, -1.185, 3.236)  0.074
H (-2.882, -0.145, 4.404)  0.090
H (-1.865, 0.578, 3.150)  0.055
H (-5.485, -1.143, 2.011)  0.083
H (-5.397, -0.638, 3.707)  0.086
H (-4.418, -1.997, 3.132)  0.087
O (7.054, 3.427, 1.537)  0.106
C (6.234, 3.165, 2.587)  -0.486
O (6.666, 3.242, 3.704)  0.111
C (4.820, 2.825, 2.270)  -0.148
C (3.893, 2.869, 3.314)  -0.014
C (2.572, 2.545, 3.098)  -0.106
C (2.123, 2.149, 1.829)  -0.659
S (0.442, 1.709, 1.641)  0.639
C (3.053, 2.102, 0.788)  -0.135
C (4.379, 2.433, 1.010)  -0.034
H (6.550, 3.417, 0.716)  0.084
H (4.238, 3.159, 4.298)  0.120
H (1.865, 2.581, 3.918)  0.102
H (2.730, 1.769, -0.192)  0.070
H (5.063, 2.339, 0.173)  0.114

Values from the calculation:
Kohn-Sham gap   6.28 eV
LUMO   -0.70 eV
ΔE to the lowest compared entry with this formula, charge and spin   2.1 kcal per mole
Total energy   -2750.0575 Ha

***

[2]
# C36H54AsCa2F9O26

A structure of composition C36H54AsCa2F9O26 in a non-equilibrium geometry (ωB97M-V/def2-TZVPD, the OMol25 dataset).

Last column: Löwdin charge in e.
Cartesian coordinates (Å):
Ca (-3.841, 0.777, -2.727)  1.671
Ca (-2.549, -2.815, -1.615)  1.636
As (-0.439, 0.321, -0.606)  0.863
F (-0.162, 1.939, -0.013)  -0.218
F (0.349, 0.746, -2.096)  -0.200
F (-0.809, -1.265, -1.245)  -0.323
F (-1.321, -0.069, 0.859)  -0.228
F (-2.070, 0.904, -1.299)  -0.410
F (1.005, -0.256, 0.141)  -0.191
C (-2.084, -1.651, -4.607)  -0.369
O (-2.070, -2.976, -4.067)  -0.200
O (-2.501, -0.947, -3.460)  -0.458
C (-0.887, -1.170, -5.419)  -0.552
F (-0.877, -1.693, -6.639)  0.188
F (-0.955, 0.167, -5.630)  0.143
F (0.264, -1.390, -4.769)  0.166
C (-2.585, -3.983, -4.958)  -0.211
C (-2.942, -5.231, -4.092)  -0.056
H (-3.936, -5.281, -3.656)  0.079
H (-2.780, -6.120, -4.704)  0.095
H (-2.129, -5.327, -3.359)  0.068
H (-1.795, -4.138, -5.689)  0.132
H (-3.540, -3.969, -5.498)  0.133
H (-2.965, -1.479, -5.232)  0.158
C (-0.199, -5.228, 3.987)  0.009
C (-1.534, -4.776, 3.406)  -0.271
C (-2.197, -3.546, 3.974)  -0.041
O (-2.138, -2.599, 2.897)  0.091
C (-1.883, -3.208, 1.759)  -0.536
O (-1.942, -2.680, 0.670)  -0.043
O (-1.446, -4.440, 2.005)  0.115
H (0.457, -5.655, 3.231)  0.085
H (-0.382, -5.883, 4.834)  0.098
H (0.314, -4.334, 4.354)  0.091
H (-2.195, -5.640, 3.490)  0.157
H (-1.862, -3.111, 4.909)  0.153
H (-3.279, -3.706, 3.976)  0.138
C (-2.516, 6.341, 1.387)  -0.007
C (-2.292, 5.094, 0.538)  -0.295
C (-2.757, 3.798, 1.232)  -0.050
O (-3.592, 3.194, 0.204)  0.031
C (-3.954, 4.119, -0.687)  -0.595
O (-4.758, 3.957, -1.558)  0.128
O (-3.079, 5.138, -0.654)  0.101
H (-1.988, 6.226, 2.334)  0.096
H (-3.573, 6.481, 1.622)  0.096
H (-2.187, 7.238, 0.867)  0.092
H (-1.234, 4.946, 0.319)  0.147
H (-3.436, 4.020, 2.058)  0.134
H (-2.082, 2.992, 1.506)  0.111
C (0.418, 5.950, -3.719)  -0.002
C (-0.411, 5.055, -4.640)  -0.284
C (0.235, 3.738, -4.947)  -0.046
O (-0.731, 2.794, -4.444)  0.098
C (-1.658, 3.409, -3.774)  -0.545
O (-2.500, 2.841, -3.099)  0.001
O (-1.628, 4.737, -3.945)  0.137
H (0.930, 5.343, -2.968)  0.089
H (-0.084, 6.784, -3.234)  0.095
H (1.209, 6.443, -4.292)  0.098
H (-0.597, 5.580, -5.578)  0.162
H (1.205, 3.603, -4.467)  0.109
H (0.335, 3.512, -6.007)  0.149
C (0.812, 2.344, 3.066)  -0.013
C (2.146, 2.710, 2.449)  -0.284
C (2.127, 3.228, 1.021)  -0.116
O (3.062, 4.299, 0.990)  0.052
C (3.247, 4.751, 2.275)  -0.531
O (3.874, 5.692, 2.604)  0.192
O (2.569, 3.912, 3.117)  0.079
H (0.000, 3.016, 2.777)  0.071
H (0.714, 2.152, 4.132)  0.089
H (0.512, 1.404, 2.584)  0.071
H (2.877, 1.899, 2.495)  0.136
H (1.148, 3.598, 0.719)  0.109
H (2.633, 2.532, 0.347)  0.134
C (3.393, -5.356, 1.032)  -0.008
C (2.324, -4.364, 0.666)  -0.301
C (2.749, -3.333, -0.461)  0.004
O (1.505, -3.372, -1.226)  0.081
C (0.678, -4.298, -0.836)  -0.578
O (-0.466, -4.378, -1.214)  0.046
O (1.228, -5.041, 0.115)  0.120
H (4.098, -5.448, 0.202)  0.090
H (3.026, -6.357, 1.254)  0.096
H (3.986, -5.072, 1.902)  0.091
H (2.084, -3.797, 1.573)  0.143
H (3.539, -3.696, -1.114)  0.141
H (2.813, -2.291, -0.186)  0.080
C (5.915, -0.835, 3.015)  -0.015
C (4.513, -0.329, 2.750)  -0.312
C (3.580, -1.401, 2.187)  -0.113
O (2.545, -1.518, 3.162)  0.048
C (2.681, -0.538, 4.094)  -0.564
O (1.821, -0.271, 4.866)  0.160
O (3.814, 0.146, 3.889)  0.106
H (6.346, -1.359, 2.160)  0.092
H (5.928, -1.591, 3.807)  0.095
H (6.661, -0.090, 3.287)  0.092
H (4.676, 0.360, 1.917)  0.141
H (4.024, -2.357, 1.904)  0.127
H (2.995, -1.093, 1.320)  0.082
C (3.452, 1.752, -4.312)  0.005
C (3.082, 0.485, -3.513)  -0.306
C (3.753, -0.830, -3.910)  -0.052
O (3.952, -1.406, -2.620)  0.059
C (3.984, -0.450, -1.678)  -0.548
O (4.418, -0.599, -0.569)  0.147
O (3.659, 0.725, -2.240)  0.085
H (2.749, 2.528, -4.011)  0.053
H (3.310, 1.650, -5.393)  0.092
H (4.493, 2.052, -4.220)  0.099
H (2.002, 0.361, -3.381)  0.120
H (4.649, -0.607, -4.491)  0.147
H (3.039, -1.531, -4.340)  0.134
C (-2.958, 0.291, 4.364)  -0.027
C (-4.140, -0.221, 5.154)  -0.273
C (-5.408, 0.585, 4.863)  -0.037
O (-5.986, -0.162, 3.745)  0.069
C (-5.667, -1.419, 3.928)  -0.622
O (-6.218, -2.318, 3.336)  0.132
O (-4.628, -1.529, 4.754)  0.074
H (-2.041, -0.253, 4.594)  0.084
H (-2.729, 1.341, 4.569)  0.092
H (-3.088, 0.343, 3.279)  0.084
H (-3.882, -0.244, 6.210)  0.159
H (-5.257, 1.546, 4.382)  0.139
H (-6.095, 0.430, 5.694)  0.146

Values from the calculation:
Kohn-Sham gap   6.74 eV
Total charge   +2
LUMO   -6.99 eV
Total energy   -7850.1066 Ha

***

Q: Look up the Kohn-Sham gap of the first one.
A: 6.28 eV